Computed, not measured: a structure of composition C48H52N8O6S2SeTc at a distorted geometry, with ωB97M-V/def2-TZVPD.

Properties
HOMO level (spin up / spin down) = -6.2 / -7.7 eV
Largest force on an atom = 2.17 eV/Å
<S²> = 3.797

Geometry as ORCA input:
```
! RIJCOSX wB97M-V def2-TZVPD def2/J DEFGRID3
* xyz 0 4
Tc -0.021 0.136 0.011
C -4.635 1.330 -1.550
C -3.848 0.946 -0.297
C -4.714 0.077 0.619
C -3.392 2.178 0.445
C -4.356 2.982 1.041
C -4.024 4.142 1.709
C -2.693 4.488 1.837
C -1.692 3.709 1.275
C -0.247 4.125 1.459
C 0.057 5.420 0.699
C 0.099 4.286 2.941
C -2.049 2.558 0.537
N -1.001 1.909 -0.163
C -0.434 2.718 -1.100
O -0.979 3.681 -1.630
C 1.010 2.430 -1.298
C 1.837 3.325 -1.950
C 3.216 3.137 -1.896
C 3.696 2.057 -1.189
C 2.803 1.165 -0.580
N 1.466 1.357 -0.617
C 3.401 -0.030 0.007
O 4.581 -0.283 -0.153
N 2.485 -1.075 0.488
C 2.557 -1.570 1.835
C 3.196 -0.834 2.848
C 3.347 -1.415 4.101
C 2.865 -2.674 4.378
C 2.160 -3.350 3.407
C 1.965 -2.816 2.140
C 1.076 -3.614 1.199
C -0.195 -4.087 1.920
C 1.778 -4.850 0.618
C 3.765 0.558 2.674
C 3.286 1.537 3.747
C 5.292 0.500 2.646
H -4.865 0.440 -2.134
H -5.569 1.824 -1.289
H -4.045 2.013 -2.153
H -2.963 0.382 -0.609
H -5.679 0.545 0.794
H -4.892 -0.895 0.167
H -4.229 -0.071 1.580
H -5.395 2.709 0.953
H -4.796 4.776 2.120
H -2.431 5.388 2.372
H 0.402 3.334 1.068
H -0.497 6.252 1.127
H 1.120 5.644 0.756
H -0.228 5.325 -0.345
H -0.506 5.060 3.404
H -0.075 3.348 3.471
H 1.147 4.558 3.047
H 1.385 4.153 -2.473
H 3.892 3.815 -2.391
H 4.752 1.845 -1.109
H 3.884 -0.882 4.869
H 3.008 -3.118 5.351
H 1.762 -4.325 3.636
H 0.746 -2.966 0.380
H -0.008 -4.951 2.550
H -0.612 -3.303 2.545
H -0.947 -4.368 1.184
H 2.110 -5.504 1.422
H 1.081 -5.401 -0.014
H 2.647 -4.583 0.022
H 3.408 0.970 1.724
H 3.520 1.186 4.747
H 3.777 2.496 3.604
H 2.210 1.692 3.678
H 5.674 0.058 3.563
H 5.625 -0.111 1.810
H 5.710 1.500 2.541
O -1.925 -2.388 -4.971
C -0.977 -3.079 -4.325
C -0.683 -4.366 -4.785
C 0.278 -5.139 -4.169
C 0.965 -4.650 -3.065
C 0.679 -3.388 -2.595
C -0.277 -2.579 -3.211
C -0.474 -1.218 -2.678
O 0.094 -0.908 -1.567
N -1.201 -0.396 -3.387
N -1.267 0.916 -3.037
C -2.107 1.563 -3.754
S -3.132 0.673 -4.904
C -3.659 2.155 -5.814
C -3.778 3.288 -4.828
S -2.303 3.278 -3.718
H -1.965 -1.482 -4.594
H -1.230 -4.730 -5.641
H 0.496 -6.128 -4.541
H 1.719 -5.248 -2.576
H 1.206 -2.991 -1.744
H -4.610 1.922 -6.289
H -2.912 2.359 -6.580
H -4.673 3.192 -4.210
H -3.786 4.255 -5.324
C 4.343 -3.083 -1.895
C 3.991 -2.716 -0.477
O 4.632 -2.942 0.505
O 2.774 -2.082 -0.502
H 4.883 -4.024 -1.930
H 4.992 -2.284 -2.253
H 3.455 -3.116 -2.519
Se -0.248 0.593 3.984
N -1.513 -0.585 4.365
C -1.957 -1.136 3.237
C -2.933 -2.126 3.046
C -3.145 -2.573 1.747
C -2.427 -2.065 0.674
N -1.511 -1.100 0.827
C -1.309 -0.658 2.068
N -0.369 0.290 2.197
H -3.469 -2.530 3.889
H -3.875 -3.342 1.553
H -2.574 -2.422 -0.335
*
```